1.
Formula: C4H7N3
Source: the Open Molecules 2025 dataset
Level of theory: ωB97M-V with the def2-TZVPD basis set

2S+1 = 1
ΔE to the lowest compared entry with this formula, charge and spin = 86.37 kcal per mole
HOMO level (alpha / beta) = -7.913 / -7.912 eV
Gap between HOMO and LUMO (alpha / beta) = 0.2936 / 0.2936 Ha

XYZ file:
```
14
Properties=species:S:1:pos:R:3:forces:R:3
C 0.98695 -0.34351 -0.18424 -0.80 0.26 -0.38
N 1.89173 -1.28420 -0.60824 0.24 0.12 0.11
C -0.47335 1.20786 0.45615 2.62 2.67 1.13
C -0.89769 -1.62986 0.42051 0.71 0.65 -0.38
C -1.09462 2.23383 -0.14688 0.92 -0.30 0.04
N 1.14750 0.84397 0.22852 -2.72 0.18 -0.07
N -0.40441 -0.61735 -0.19823 -0.71 -3.25 -0.38
H 1.56760 -1.85432 -1.37876 0.02 0.06 0.14
H 2.79627 -0.86735 -0.78402 0.02 -0.17 0.01
H -0.75768 0.94135 1.46919 0.11 0.12 0.00
H -1.97035 -1.66782 0.60589 0.09 0.00 -0.26
H -0.26773 -2.42288 0.82915 -0.05 0.06 0.09
H -1.71392 2.90533 0.43297 -0.61 -0.50 -0.14
H -0.81031 2.55495 -1.14201 0.14 0.11 0.10
```
Positions in Å, forces in eV/Å.


2.
Formula: C4H7N3
Source: the Open Molecules 2025 dataset
Level of theory: ωB97M-V with the def2-TZVPD basis set

Structure (SMILES) = [H]/N=C(\C#N)NCC
2S+1 = 1
ΔE to the lowest compared entry with this formula, charge and spin = 9.29 kcal per mole
HOMO level = -9.688 eV
Gap between HOMO and LUMO = 0.3856 Ha

XYZ file:
```
14
Properties=species:S:1:pos:R:3:forces:R:3
H -2.84748 0.64526 1.17487 0.08 0.00 -0.05
N -2.01348 0.69532 0.59638 0.12 -0.22 0.19
C -1.11402 -0.11055 1.01601 -0.04 0.14 -0.15
C -1.31714 -0.99854 2.16453 -0.26 -0.55 0.76
N -1.55981 -1.68924 3.05979 0.30 0.64 -0.83
N 0.10498 -0.21051 0.42022 -0.07 -0.10 0.06
C 0.33757 0.47687 -0.84006 -0.01 0.11 -0.12
C 1.71455 0.15779 -1.40017 0.04 -0.02 0.00
H 0.72223 -0.95781 0.69654 -0.11 0.08 -0.04
H -0.44773 0.19185 -1.55270 0.10 0.06 0.09
H 0.22407 1.55306 -0.67081 0.02 -0.14 -0.03
H 1.81952 -0.90977 -1.62568 -0.02 0.14 0.06
H 2.51028 0.44783 -0.70571 -0.13 -0.04 -0.07
H 1.86647 0.70845 -2.33322 -0.02 -0.09 0.14
```
Positions in Å, forces in eV/Å.


3.
Formula: C4H7N3
Source: the Open Molecules 2025 dataset
Level of theory: ωB97M-V with the def2-TZVPD basis set

Structure (SMILES) = [H]/N=C(\N)NCC#C
2S+1 = 1
ΔE to the lowest compared entry with this formula, charge and spin = 54.73 kcal per mole
HOMO level = -8.309 eV
Gap between HOMO and LUMO = 0.3337 Ha

XYZ file:
```
14
Properties=species:S:1:pos:R:3:forces:R:3
H 1.06982 1.77545 -2.23665 -0.88 -0.35 -0.21
N 0.13708 1.31541 -2.20169 0.68 -2.05 2.33
C 0.22069 0.40819 -1.20809 -0.06 2.32 -2.11
N 1.31121 0.17800 -0.45228 1.97 0.24 1.96
N -0.81644 -0.39322 -0.86400 -1.55 1.53 -3.27
C -0.91130 -1.12029 0.34728 -1.48 0.18 0.74
C -0.46722 -0.35605 1.56669 0.04 0.06 0.65
C -0.01101 0.24786 2.51387 -0.93 -0.90 -1.18
H 1.97503 0.96582 -0.48563 -0.45 -0.90 0.24
H 1.13417 -0.18650 0.52989 0.78 0.93 -1.95
H -1.57717 -0.21736 -1.58452 0.81 -0.75 2.01
H -1.99456 -1.34122 0.44684 0.67 -0.13 0.29
H -0.38352 -2.06193 0.26223 0.25 -0.30 0.35
H 0.31323 0.78583 3.36608 0.13 0.11 0.15
```
Positions in Å, forces in eV/Å.


4.
Formula: C4H7N3
Source: the Open Molecules 2025 dataset
Level of theory: ωB97M-V with the def2-TZVPD basis set

Structure (SMILES) = CNc1cc[nH]n1
2S+1 = 1
ΔE to the lowest compared entry with this formula, charge and spin = 13.45 kcal per mole
HOMO level = -7.889 eV
Gap between HOMO and LUMO = 0.3315 Ha

XYZ file:
```
14
Properties=species:S:1:pos:R:3:forces:R:3
C 2.22483 0.19725 0.27804 0.19 -0.01 0.03
N 1.20630 0.16460 -0.75334 0.10 0.17 -0.06
C -0.12693 0.10760 -0.39521 0.30 0.20 -0.19
C -0.69668 -0.63239 0.67290 -0.51 -0.38 -0.06
C -2.04598 -0.50811 0.43586 -0.10 -0.35 0.35
N -2.21878 0.26837 -0.63944 -0.24 0.36 -0.21
N -1.04202 0.69669 -1.15494 0.24 -0.13 0.26
H 1.95033 -0.42736 1.12938 -0.14 -0.09 -0.24
H 3.15488 -0.18770 -0.11689 0.23 -0.24 -0.14
H 2.46649 1.17628 0.69566 -0.30 0.34 -0.08
H 1.36320 0.70517 -1.60326 0.03 -0.13 0.59
H -0.26189 -1.26834 1.44491 0.02 0.38 -0.49
H -2.88191 -1.02015 0.87778 -0.09 0.18 0.31
H -3.07030 0.73753 -0.91677 0.27 -0.30 -0.05
```
Positions in Å, forces in eV/Å.


5.
Formula: C4H7N3
Source: the Open Molecules 2025 dataset
Level of theory: ωB97M-V with the def2-TZVPD basis set

Structure (SMILES) = [H]/N=C1/N[C@H](C)/C1=N\[H]
2S+1 = 1
ΔE to the lowest compared entry with this formula, charge and spin = 23.91 kcal per mole
HOMO level = -9.339 eV
Gap between HOMO and LUMO = 0.3657 Ha

XYZ file:
```
14
Properties=species:S:1:pos:R:3:forces:R:3
H 3.20065 -0.40383 -0.11790 -0.04 -0.04 -0.10
N 2.59182 -0.45059 -0.93509 -0.30 0.03 0.19
C 1.39021 -0.35158 -0.55917 0.29 -0.03 -0.18
N 0.20159 -0.31936 -1.28092 0.10 -0.12 -0.21
C -0.69064 -0.32357 -0.11149 -0.21 0.02 0.16
C -1.63180 0.86513 -0.02878 -0.03 0.03 0.01
C 0.59954 -0.24633 0.72518 0.16 0.06 0.46
N 0.96509 -0.15260 1.92572 -0.26 0.00 -0.44
H 0.16600 -0.10668 2.56183 0.04 -0.02 -0.05
H 0.03720 -0.73751 -2.18631 0.05 0.07 0.18
H -1.22789 -1.27129 0.04118 0.13 0.12 -0.03
H -2.41601 0.79030 -0.78931 0.10 0.02 0.11
H -1.07117 1.78897 -0.19837 -0.09 -0.09 0.03
H -2.11458 0.91893 0.95342 0.07 -0.04 -0.13
```
Positions in Å, forces in eV/Å.


6.
Formula: C4H7N3
Source: the Open Molecules 2025 dataset
Level of theory: ωB97M-V with the def2-TZVPD basis set

2S+1 = 1
ΔE to the lowest compared entry with this formula, charge and spin = 122.62 kcal per mole
HOMO level (alpha / beta) = -6.797 / -6.798 eV
Gap between HOMO and LUMO (alpha / beta) = 0.2622 / 0.2623 Ha

XYZ file:
```
14
Properties=species:S:1:pos:R:3:forces:R:3
C -0.46058 -1.01043 -0.76882 -0.02 -0.30 0.27
C 0.05432 0.30393 -0.60851 0.23 0.24 -0.13
N -0.83856 1.37037 -0.88798 0.00 -0.11 0.10
C 0.05462 -0.26100 1.06131 -0.25 -0.08 -0.10
C 1.44931 0.55418 -0.74834 -0.25 -0.05 0.14
N -0.75218 -2.18249 -0.86899 0.17 0.30 0.06
N -0.91537 0.13522 1.75571 0.17 -0.05 -0.21
H -1.75500 1.20822 -0.48660 0.04 0.00 0.01
H -0.45792 2.22245 -0.48825 0.02 -0.07 -0.01
H -0.55502 -2.87079 -0.14226 -0.07 0.14 -0.03
H -0.75402 0.07203 2.75988 0.05 -0.01 -0.09
H 1.01413 -0.68752 1.35298 0.00 0.05 -0.05
H 1.75164 1.37386 -1.38430 -0.05 -0.01 0.00
H 2.16462 -0.22803 -0.54584 -0.04 -0.04 0.02
```
Positions in Å, forces in eV/Å.


7.
Formula: C4H7N3
Source: the Open Molecules 2025 dataset
Level of theory: ωB97M-V with the def2-TZVPD basis set

Structure (SMILES) = [H]/N=N/[H].c1cc[nH]c1
2S+1 = 1
ΔE to the lowest compared entry with this formula, charge and spin = 68.55 kcal per mole
HOMO level = -8.151 eV
Gap between HOMO and LUMO = 0.3416 Ha

XYZ file:
```
14
Properties=species:S:1:pos:R:3:forces:R:3
H 2.50111 0.19323 0.44690 -0.55 -0.34 -0.19
N 2.55527 -0.84130 0.53371 1.02 -0.15 0.23
N 1.43865 -1.34157 0.57406 -0.24 0.97 0.05
H 1.53587 -2.33816 0.71848 0.37 -0.81 -0.10
C -1.14296 0.13654 -1.80593 -0.79 -0.52 -0.98
C -0.55567 1.34902 -1.31468 0.31 -0.91 0.46
C -0.47454 1.18060 0.04454 1.18 2.27 -0.34
N -0.91302 -0.00038 0.48920 0.77 -1.09 -7.92
C -1.42060 -0.64663 -0.73961 -0.33 -0.20 3.23
H -1.46856 -0.13996 -2.84534 0.65 0.51 1.23
H -0.16995 2.15712 -1.90150 0.03 0.25 -0.02
H -0.13480 1.88454 0.78558 0.17 0.28 -0.06
H -1.40920 0.08438 1.25197 -3.13 -0.52 5.10
H -2.04706 -1.52321 -0.54023 0.55 0.26 -0.69
```
Positions in Å, forces in eV/Å.


8.
Formula: C4H7N3
Source: the Open Molecules 2025 dataset
Level of theory: ωB97M-V with the def2-TZVPD basis set

Structure (SMILES) = [H]/N=C(\C#N)NCC
2S+1 = 1
ΔE to the lowest compared entry with this formula, charge and spin = 10.14 kcal per mole
HOMO level = -9.622 eV
Gap between HOMO and LUMO = 0.3821 Ha

XYZ file:
```
14
Properties=species:S:1:pos:R:3:forces:R:3
H 2.54474 -1.70681 -0.50023 -0.08 0.17 0.07
N 1.59603 -1.45263 -0.23937 0.13 0.31 0.02
C 1.46912 -0.20263 -0.00108 -0.19 -0.26 -0.03
C 2.57739 0.75209 -0.05748 0.86 0.63 -0.06
N 3.46916 1.48628 -0.11445 -0.86 -0.70 0.07
N 0.26889 0.37256 0.29326 0.13 0.09 0.10
C -0.94341 -0.41902 0.35911 -0.17 -0.14 -0.05
C -2.11305 0.32856 -0.27208 0.02 0.02 0.02
H 0.23965 1.32387 0.62708 0.17 -0.12 -0.11
H -0.70982 -1.33664 -0.18428 -0.23 0.06 0.08
H -1.17221 -0.70185 1.39466 0.07 0.04 -0.10
H -1.88732 0.53244 -1.32147 -0.11 0.02 0.07
H -2.30526 1.28513 0.23144 0.07 -0.17 -0.07
H -3.03392 -0.26135 -0.21511 0.19 0.06 -0.01
```
Positions in Å, forces in eV/Å.